[1]
21
Properties=species:S:1:pos:R:3:forces:R:3:mulliken_charge:R:1 method="wB97M-V/def2-TZVPD" homo_lumo_gap_ha=0.36912 e_lumo_ev=-3.4589 charge=+1 homo_energy_ev=-13.503
C 2.08923 -0.77919 0.01684 -2.425 1.781 -0.962 0.250
C 0.57184 -0.99995 0.28136 0.939 -1.093 2.048 0.488
C 0.21388 1.45638 0.13168 3.374 0.402 -2.032 0.326
C -0.04638 -2.37690 -0.11471 0.540 2.206 -0.762 -1.322
C -1.63262 -0.08260 0.04984 -1.466 0.521 -0.067 -1.026
N -0.18941 2.46797 -0.76546 -0.534 -2.341 -0.481 -0.400
N -0.22809 0.11171 -0.36014 -1.124 0.524 2.748 -0.148
O 2.96763 -1.54250 0.07049 1.298 -2.100 0.317 -0.436
O -0.04513 1.55031 1.42163 0.157 1.550 2.019 -0.471
S 2.27168 0.90519 -0.37208 -0.754 2.024 0.509 -0.139
H 0.65049 -0.77219 1.43418 -1.119 -0.429 -2.013 0.217
H -0.22372 -2.18769 -1.22010 0.434 -1.519 1.023 0.383
H -0.97491 -2.58476 0.36383 -0.847 0.250 0.319 0.386
H 0.55389 -3.18358 0.26298 0.908 -0.315 -0.822 0.389
H -1.73239 0.11388 1.11575 0.256 -0.745 0.023 0.415
H -2.21997 0.72711 -0.37505 -0.127 -0.199 -0.505 0.393
H -1.95090 -1.07197 -0.27896 -0.276 0.550 0.209 0.383
H 0.00857 3.40884 -0.54018 0.277 0.925 0.297 0.244
H -0.03593 2.22305 -1.76532 0.097 0.676 1.213 0.234
H -0.21950 0.24216 -1.35189 0.620 -0.913 -1.002 0.429
H 0.17174 2.37474 1.99531 -0.229 -1.756 -2.080 0.407

[2]
24
Properties=species:S:1:pos:R:3:forces:R:3:mulliken_charge:R:1 method="wB97M-V/def2-TZVPD" homo_lumo_gap_ha=0.31491 e_lumo_ev=3.0282 charge=-1 homo_energy_ev=-5.541
C -2.34104 0.18437 -0.23022 2.093 -1.987 1.733 0.287
C -0.39207 2.01062 0.33966 0.614 0.160 2.932 -1.185
C 1.44317 0.75022 -0.51414 0.944 2.743 -2.295 -1.103
C 0.47985 0.12508 1.49009 -1.451 -2.219 6.224 -0.738
C -0.81650 -0.22082 -0.58992 -0.570 -1.915 -1.650 -0.277
N -0.54250 -1.59235 -0.28318 -2.739 1.134 1.092 -0.146
N 0.23064 0.64535 0.21572 -1.745 1.595 -1.918 0.498
O -2.74033 -0.32039 0.83595 -0.081 -0.109 0.486 -0.719
O 0.95785 -1.74957 -2.19434 -0.111 0.243 0.386 -0.679
O -2.86201 0.90409 -1.03156 -1.288 1.825 -1.884 -0.664
O 0.61173 -3.75167 -0.83923 -0.429 0.892 0.312 -0.724
O 1.90000 -1.89916 0.05262 -0.097 -0.434 -0.247 -0.752
S 0.81087 -2.30771 -0.85412 1.704 -2.088 -0.626 1.210
H -1.31046 1.91312 1.01203 1.403 0.295 -0.893 0.405
H 0.41607 2.72068 0.77407 -1.542 -1.168 -0.607 0.322
H -0.68413 2.30038 -0.62016 -0.480 0.610 -1.440 0.475
H 1.73307 1.78939 -0.40180 0.772 0.038 -0.100 0.242
H 2.14178 0.07427 -0.20334 1.778 -1.450 1.254 0.581
H 1.39054 0.52239 -1.56761 -0.720 0.088 -0.324 0.368
H 1.03977 -0.88430 1.58528 -0.885 1.949 -0.971 0.239
H 0.96747 0.82836 2.30282 -0.779 -0.743 -2.233 0.287
H -0.60438 -0.06008 1.88748 1.912 0.171 -0.186 0.403
H -0.73947 -0.14025 -1.74337 0.666 0.729 2.134 0.319
H -1.08991 -1.84202 0.57728 1.030 -0.361 -1.179 0.352

Energy above the lowest of the compared OMol25 structures with the same formula, charge and spin, record by record: 29.8, 1.3 kcal/mol
Largest force on an atom, record by record: 4.0, 6.8 eV/A